1.
ORCA calculation (ωB97M-V/def2-TZVPD) on a structure of composition C38H68MgO25S6.

Its HOMO-LUMO gap is 7.10 eV. As for the energy above the lowest of the compared OMol25 structures with the same formula, charge and spin: 2.4555 eV.

Geometry (Å):
Mg1 6.313 -0.308 19.306
C1 9.874 -2.056 20.193
C2 10.677 -1.832 21.326
C3 10.345 -0.635 22.276
O1 11.093 -0.258 23.270
C4 9.213 0.105 22.087
C5 8.314 -0.198 21.094
C6 8.686 -1.214 19.965
O2 7.936 -1.284 19.017
O3 7.184 0.369 20.828
O4 11.702 -2.604 21.432
H1 10.027 -2.807 19.432
H2 8.904 0.836 22.820
C7 8.584 -1.412 25.560
C8 9.983 -1.966 25.883
C9 10.863 -1.049 26.610
O5 11.242 -1.818 27.753
C10 10.558 -2.941 27.807
O6 10.542 -3.758 28.707
O7 9.762 -2.992 26.826
H3 8.539 -0.689 24.745
H4 8.150 -0.894 26.415
H5 7.875 -2.199 25.308
H6 10.482 -2.465 25.053
H7 10.211 -0.240 26.939
H8 11.705 -0.779 25.972
C11 9.369 -5.055 24.268
C12 8.601 -4.572 23.083
C13 8.934 -5.157 21.803
O8 7.733 -5.734 21.352
C14 6.837 -5.613 22.276
O9 5.668 -6.095 22.155
O10 7.327 -5.048 23.336
H9 8.884 -4.793 25.208
H10 10.409 -4.733 24.317
H11 9.343 -6.144 24.312
H12 8.492 -3.488 23.081
H13 9.722 -5.908 21.845
H14 9.317 -4.385 21.136
C15 14.209 -4.034 25.845
C16 14.229 -4.814 24.517
C17 13.910 -4.013 23.267
O11 15.016 -4.152 22.438
C18 16.052 -4.782 23.114
O12 17.176 -5.020 22.656
O13 15.646 -5.131 24.367
H15 14.622 -3.027 25.792
H16 14.801 -4.615 26.553
H17 13.182 -3.861 26.168
H18 13.554 -5.655 24.673
H19 13.613 -2.994 23.517
H20 13.081 -4.464 22.723
C19 8.272 -2.047 16.206
C20 9.850 -1.890 16.175
C21 10.644 -3.181 15.878
O14 11.553 -2.803 14.828
C22 11.320 -1.550 14.450
O15 11.983 -0.982 13.583
O16 10.226 -1.005 15.131
H21 7.876 -2.549 15.324
H22 7.772 -1.079 16.178
H23 8.033 -2.533 17.152
H24 10.209 -1.505 17.129
H25 10.008 -3.999 15.540
H26 11.193 -3.535 16.750
C23 13.682 -6.358 20.355
C24 12.316 -5.791 19.999
C25 12.389 -4.963 18.678
O17 11.203 -5.359 18.009
C26 10.604 -6.376 18.523
O18 9.643 -6.936 18.139
O19 11.358 -6.759 19.650
H27 14.477 -5.612 20.353
H28 14.178 -7.075 19.701
H29 13.636 -6.868 21.317
H30 12.020 -5.102 20.791
H31 13.267 -5.149 18.058
H32 12.245 -3.912 18.925
C27 3.981 0.435 16.257
S1 4.346 -1.308 16.835
O20 5.531 -1.173 17.823
C28 2.845 -1.673 17.850
H33 3.675 1.052 17.101
H34 3.191 0.477 15.507
H35 4.871 0.968 15.922
H36 1.977 -1.542 17.204
H37 2.771 -0.892 18.607
H38 2.933 -2.692 18.227
C29 14.604 -0.461 22.267
S2 15.345 1.229 22.036
O21 15.151 1.503 20.540
C30 13.963 2.115 23.049
H39 15.254 -1.275 21.946
H40 13.744 -0.551 21.602
H41 14.213 -0.703 23.255
H42 14.045 1.777 24.082
H43 12.982 1.961 22.599
H44 14.249 3.165 22.979
C31 3.385 -2.442 21.572
S3 5.246 -2.638 21.450
O22 5.681 -1.723 20.306
C32 5.636 -1.642 23.006
H45 2.851 -3.276 21.118
H46 3.008 -1.469 21.256
H47 3.119 -2.635 22.612
H48 5.327 -2.196 23.892
H49 5.089 -0.702 23.071
H50 6.693 -1.377 23.045
C33 3.227 2.793 19.722
S4 3.814 1.334 20.718
O23 4.649 0.481 19.728
C34 5.079 2.279 21.739
H51 2.656 3.508 20.314
H52 2.485 2.520 18.973
H53 4.107 3.282 19.304
H54 4.710 3.190 22.210
H55 5.845 2.574 21.022
H56 5.482 1.541 22.433
C35 11.144 2.664 25.202
S5 11.034 4.120 24.032
O24 12.479 4.527 23.678
C36 10.287 3.308 22.583
H57 11.490 2.865 26.215
H58 11.758 1.862 24.792
H59 10.198 2.127 25.267
H60 9.219 3.093 22.620
H61 10.754 2.350 22.358
H62 10.415 3.972 21.727
C37 8.682 1.894 16.653
S6 7.172 2.467 17.548
O25 6.526 1.207 18.178
C38 8.142 3.369 18.831
H63 8.590 1.205 15.814
H64 9.263 1.301 17.360
H65 9.377 2.694 16.400
H66 8.822 2.676 19.327
H67 7.588 4.026 19.502
H68 8.710 4.039 18.185

=====

2.
ORCA calculation (ωB97M-V/def2-TZVPD) on a cluster of 2 separate species, C12H22O2PS in total.

Its HOMO-LUMO gap is 7.17 eV. The charge is +1.

Geometry (Å):
C1 1.306 -0.049 4.291
C2 -0.015 -0.069 3.334
C3 -1.243 0.401 4.305
P1 -1.890 -1.017 5.388
O1 -0.367 -1.387 2.871
C4 0.598 -1.926 1.930
C5 0.010 -1.667 0.448
C6 -1.431 -2.114 0.096
C7 -1.974 -1.798 -1.346
C8 -1.105 -1.047 -2.418
C9 0.357 -0.657 -1.992
C10 0.919 -0.954 -0.579
H1 1.351 0.963 4.826
H2 1.155 -0.901 5.040
H3 2.226 -0.169 3.626
H4 0.063 0.721 2.503
H5 -0.791 1.169 5.044
H6 -2.061 0.954 3.733
H7 -1.624 -0.770 6.791
H8 -3.283 -1.223 5.119
H9 -1.215 -2.268 5.102
H10 1.631 -1.442 1.964
H11 0.769 -3.052 2.125
H12 -2.136 -2.652 0.828
H13 -3.040 -2.139 -1.590
H14 -1.497 -0.786 -3.463
H15 1.055 -0.127 -2.749
H16 1.974 -0.640 -0.286
C11 1.748 3.555 -5.859
S1 1.593 2.231 -4.641
O2 2.599 1.184 -4.990
C12 -0.018 1.644 -5.210
H17 2.712 4.044 -5.717
H18 1.696 3.141 -6.868
H19 0.948 4.283 -5.710
H20 0.041 1.351 -6.259
H21 -0.760 2.434 -5.081
H22 -0.302 0.780 -4.608

=====

3.
ORCA calculation (ωB97M-V/def2-TZVPD) on the molecule C4H7NS.

Its HOMO-LUMO gap is 9.94 eV. As for the energy above the lowest of the compared OMol25 structures with the same formula, charge and spin: 0.8908 eV.

Geometry (Å):
C1 0.288 1.983 -1.190
S1 0.042 0.193 -1.216
C2 -0.090 -0.107 0.591
C3 1.142 0.292 1.432
C4 -0.709 -1.394 0.875
N1 -1.282 -2.390 0.992
H1 -0.190 2.423 -0.329
H2 -0.138 2.465 -2.109
H3 1.341 2.276 -1.154
H4 -0.852 0.563 0.934
H5 2.006 0.281 0.817
H6 1.049 1.313 1.766
H7 1.295 -0.318 2.331

=====

4.
ORCA calculation (ωB97M-V/def2-TZVPD) on a structure of composition C23H19NaO4S2.

Its HOMO-LUMO gap is 4.22 eV. As for the energy above the lowest of the compared OMol25 structures with the same formula, charge and spin: 0.0440 eV.

Geometry (Å):
C1 0.098 -5.288 0.736
C2 0.576 -4.592 -0.377
C3 0.835 -3.224 -0.281
C4 0.587 -2.555 0.917
S1 0.954 -0.806 1.098
C5 -0.435 0.261 0.714
C6 -0.781 1.229 1.588
S2 -1.331 -0.012 -0.805
C7 -2.743 -0.964 -0.210
C8 -2.777 -2.350 -0.365
C9 -3.598 -3.105 0.476
C10 -4.447 -2.464 1.384
C11 -4.514 -1.066 1.424
C12 -3.668 -0.313 0.609
O1 -1.769 1.285 -1.270
O2 -0.538 -0.861 -1.673
O3 1.330 -0.524 2.464
O4 1.960 -0.576 0.050
C13 0.108 -3.249 2.034
C14 -0.142 -4.617 1.939
H1 -0.092 -6.357 0.660
H2 0.746 -5.097 -1.330
H3 1.219 -2.670 -1.136
H4 -1.499 1.996 1.308
H5 -0.385 1.182 2.601
H6 -2.148 -2.825 -1.114
H7 -3.563 -4.194 0.416
H8 -5.074 -3.059 2.051
H9 -5.211 -0.561 2.097
H10 -3.698 0.774 0.625
H11 -0.060 -2.710 2.967
H12 -0.525 -5.154 2.809
C15 2.258 5.248 0.194
Na1 3.146 0.500 -1.375
C16 1.363 4.414 0.921
C17 1.088 3.269 0.129
C18 1.838 3.364 -1.079
C19 2.592 4.600 -1.040
C20 3.479 4.870 -2.086
C21 3.611 3.941 -3.122
C22 2.834 2.771 -3.187
C23 1.878 2.514 -2.197
H13 2.654 6.212 0.495
H14 0.941 4.612 1.903
H15 0.426 2.440 0.316
H16 4.056 5.795 -2.055
H17 4.338 4.130 -3.913
H18 2.928 2.099 -4.046
H19 1.156 1.684 -2.261

=====

5.
ORCA calculation (ωB97M-V/def2-TZVPD) on the molecule CH3Br2OP.

Its HOMO-LUMO gap is 10.82 eV. As for the energy above the lowest of the compared OMol25 structures with the same formula, charge and spin: 0.6584 eV.

Geometry (Å):
C1 -0.150 0.026 -0.369
P1 0.646 0.729 -1.859
O1 2.015 1.538 -1.965
Br1 -1.011 1.920 -2.515
Br2 0.441 -0.982 -3.163
H1 -0.676 0.764 0.095
H2 -0.818 -0.744 -0.679
H3 0.627 -0.396 0.420

=====

6.
ORCA calculation (ωB97M-V/def2-TZVPD) on the molecule C2HNO2.

Its HOMO-LUMO gap is 8.77 eV. As for the energy above the lowest of the compared OMol25 structures with the same formula, charge and spin: 7.9767 eV.

Geometry (Å):
C1 -1.803 0.567 0.136
C2 0.567 -0.191 0.192
N1 1.665 0.132 -0.073
O1 2.847 -0.015 -0.029
O2 -0.762 -0.291 0.027
H1 -2.515 -0.201 -0.251